The following is a quantum chemistry calculation of a molecular structure, C14H22N8NiS in a non-equilibrium geometry, from the Open Molecules 2025 dataset.

HOMO-LUMO gap (spin up / spin down) ... 7.061 / 7.063 eV
Charge ... +2
E_tot ... -2890.71532 hartree

Positions of all 46 atoms, in Å:
Ni 0.7071 0.2248 0.3570
C 4.5923 -1.0484 -0.9524
C 3.1455 -0.7973 -0.6848
N 2.6627 -0.1332 0.2946
N 3.4725 0.4143 1.2505
C 2.9092 1.2156 2.1715
N 3.6870 1.7468 3.0945
S 1.2409 1.5310 2.1387
C 2.1099 -1.3269 -1.5950
C 2.4191 -2.1805 -2.6299
C 1.4012 -2.6337 -3.4630
C 0.1138 -2.2040 -3.2261
C -0.1180 -1.3521 -2.1548
N 0.8471 -0.9205 -1.3434
H 5.2607 -0.4047 -0.3870
H 4.8042 -0.8769 -2.0071
H 4.8441 -2.0874 -0.7260
H 4.4620 0.2133 1.2485
H 4.6804 1.5791 3.1464
H 3.2807 2.3482 3.7955
H 3.4386 -2.4981 -2.7954
H 1.6227 -3.3039 -4.2832
H -0.7112 -2.5162 -3.8509
H -1.1187 -1.0070 -1.9583
C -1.9140 -0.7732 0.6982
N -1.2054 0.5618 0.5789
C -1.7552 1.2939 -0.6284
N -3.1856 1.4220 -0.5641
C -3.7939 0.0887 -0.4592
N -3.3419 -0.6187 0.7473
C -3.6870 0.1923 1.9247
N -3.0582 1.5153 1.8508
C -1.6313 1.3718 1.7921
C -3.5359 2.1915 0.6389
H -1.5607 -1.2546 1.6123
H -1.6400 -1.3934 -0.1504
H -1.4691 0.7547 -1.5279
H -1.2947 2.2830 -0.6517
H -3.5341 -0.4991 -1.3423
H -4.8762 0.1937 -0.4243
H -3.3579 -0.3211 2.8285
H -4.7672 0.3144 1.9671
H -1.2680 0.8604 2.6841
H -1.1656 2.3554 1.7179
H -3.0945 3.1863 0.5751
H -4.6178 2.2928 0.6923